A molecular structure, C28H78F6NO17S2Sn at a distorted geometry, computed with ωB97M-V with the def2-TZVPD basis set.

Properties
Frontier orbital gap (spin up / spin down): 5.20 / 1.92 eV
HOMO (spin up / spin down): -12.8615 / -12.8607 eV
<S²>: 0.7553
2S+1: 2
Charge: +2
Molar mass: 997.8 g/mol
Lowest unoccupied orbital energy (spin up / spin down): -7.7 / -10.9 eV

Structure (XYZ):
```
133
C28H78F6NO17S2Sn, DFT ωB97M-V with the def2-TZVPD basis set
Sn -2.02 2.23 -2.05
S 1.35 0.16 -0.23
S -0.92 -1.01 -0.20
F 1.74 2.83 -0.70
F -1.57 -2.01 -2.53
F -1.11 -3.60 -1.00
F 2.44 1.55 -2.31
F 3.54 1.83 -0.36
F 0.39 -2.55 -2.11
O 1.28 0.51 1.25
O -4.89 1.31 2.88
O 1.42 4.60 1.80
O -0.20 0.51 -3.69
O 8.42 2.70 -0.82
O -4.60 0.79 -1.41
O -5.70 -1.47 -0.21
O 2.57 -3.69 2.04
O 6.14 0.36 1.06
O 2.07 -1.11 -0.53
O -2.29 -0.58 -0.22
O -1.20 3.70 0.49
O 1.15 2.42 3.46
O 0.00 -5.36 2.04
O -0.40 -1.55 1.03
O -3.90 2.27 -4.56
O 0.31 -5.31 -4.68
N -0.02 0.29 -0.97
C -2.02 4.07 1.62
C -5.11 -2.65 0.31
C 0.71 0.19 -4.69
C 0.67 2.81 5.76
C 3.57 -3.63 1.03
C 7.56 3.78 -0.87
C 3.61 5.49 2.48
C -1.27 -4.92 2.42
C -5.47 1.90 -1.34
C -1.44 -4.62 3.95
C -4.65 -3.64 -0.75
C -1.93 5.58 1.83
C -6.50 1.88 -2.49
C 6.18 3.28 -0.83
C 5.17 -0.49 1.75
C 2.36 1.69 -0.95
C 0.55 -6.62 -2.70
C 4.66 0.20 3.01
C 0.06 0.24 -6.12
C 2.81 4.68 1.53
C 1.37 1.95 4.73
C -0.08 -6.60 -4.09
C 4.34 -4.84 0.95
C -3.78 0.70 2.37
C -0.81 -2.38 -1.53
C -4.24 1.01 -5.28
C -2.52 0.58 3.32
C -3.90 -0.22 -4.50
H -1.99 -5.70 2.18
H 1.01 2.64 6.78
H -2.47 -4.43 4.26
H -6.09 2.24 -3.43
H -5.42 0.67 3.36
H -5.04 2.88 -1.17
H 3.44 5.31 3.54
H -2.95 -0.27 -3.97
H -5.75 -3.25 0.95
H -0.32 4.03 0.71
H 7.72 4.35 -1.78
H -6.44 -1.89 -0.65
H 5.76 -1.38 1.98
H 0.95 0.95 4.84
H 7.78 4.54 -0.12
H -1.68 3.53 2.51
H -0.16 1.26 -6.44
H 3.22 -3.35 0.03
H -3.77 -3.31 -1.30
H 3.03 -3.74 2.88
H -0.79 -0.44 -6.18
H -5.45 -3.83 -1.46
H -2.93 0.13 4.23
H -3.57 0.98 -6.14
H 5.73 3.18 -1.82
H -4.65 -0.42 -3.72
H -2.63 5.80 2.63
H 6.70 0.86 1.66
H -1.49 -4.00 1.89
H 3.18 3.66 1.52
H 2.44 1.89 4.90
H 4.64 5.37 2.13
H 0.94 3.85 5.63
H 1.44 4.07 2.61
H -3.53 1.14 1.40
H 2.94 5.25 0.61
H 3.80 -0.35 3.40
H -0.21 -4.63 -4.25
H 0.22 0.44 -2.84
H -7.30 2.58 -2.24
H 5.51 4.07 -0.47
H 4.94 -4.92 0.04
H -4.29 -4.58 -0.35
H -0.95 -3.75 4.37
H -7.09 0.98 -2.66
H 5.46 0.21 3.74
H -5.24 1.24 -5.64
H 1.15 -0.80 -4.54
H -4.21 -2.27 0.79
H 0.26 -7.39 -4.78
H 4.46 -0.66 0.94
H -5.13 0.09 -1.03
H -1.86 -0.17 2.89
H 3.58 -5.62 0.85
H 5.02 -5.06 1.77
H 0.79 1.70 2.94
H -3.05 3.74 1.50
H -4.11 -0.30 2.09
H -2.41 6.10 1.00
H 4.35 1.23 2.83
H -1.15 -6.80 -4.06
H 9.04 2.73 -1.55
H -3.80 -1.02 -5.23
H -5.99 1.80 -0.39
H 1.59 -6.30 -2.71
H -0.90 5.89 2.03
H 4.32 -2.92 1.39
H -0.40 2.76 5.59
H 6.06 2.38 -0.23
H -0.11 -6.07 -2.02
H -3.68 2.92 -5.23
H 0.57 -7.65 -2.33
H 0.61 -0.23 -6.93
H -1.89 1.43 3.59
H -1.19 -5.43 4.64
H 1.60 0.82 -4.72
H 3.38 6.55 2.35
H 0.54 -4.57 1.96
```

A molecular structure, C7H19N3O3OsS at a distorted geometry, computed with ωB97M-V with the def2-TZVPD basis set.

Properties
Energy relative to the best compared isomer or geometry (same formula, charge and spin): 145.25 kJ/mol
Frontier orbital gap (spin up / spin down): 6.73 / 6.83 eV
HOMO (spin up / spin down): -25.2166 / -25.2675 eV
Charge: +4
Molar mass: 415.5 g/mol
Lowest unoccupied orbital energy (spin up / spin down): -18.5 / -18.4 eV

Structure (XYZ):
```
34
C7H19N3O3OsS, DFT ωB97M-V with the def2-TZVPD basis set
Os -0.08 0.40 -0.09
S -1.55 2.07 0.03
O 2.09 -0.13 0.24
O 0.08 0.12 1.87
O -0.94 -1.47 0.15
N -2.59 3.49 -1.98
N -0.22 0.79 -2.24
N -1.15 1.79 -2.61
C -1.47 -2.41 -0.86
C 3.19 -0.42 -0.69
C 2.41 -0.29 1.66
C -1.79 2.51 -1.70
C 1.37 0.43 2.45
C -1.02 -1.93 1.59
C -0.97 -0.69 2.45
H -0.21 -2.63 1.80
H -1.98 -1.84 -1.64
H -3.09 4.02 -1.27
H 4.15 -0.22 -0.22
H 1.43 0.18 3.51
H -0.65 -2.95 -1.34
H -1.92 -0.16 2.37
H -2.77 3.80 -2.94
H 0.70 1.08 -2.60
H 3.08 0.21 -1.57
H -0.81 -0.88 3.51
H -0.45 -0.05 -2.77
H -1.95 -2.48 1.77
H 2.46 -1.36 1.88
H -1.25 1.99 -3.61
H 3.39 0.13 1.90
H 1.51 1.51 2.36
H 3.17 -1.46 -1.00
H -2.16 -3.13 -0.42
```

A single C29H33N3O7S molecule, computed with ωB97M-V with the def2-TZVPD basis set.

Properties
Frontier orbital gap: 8.80 eV
HOMO: -8.2716 eV
Molar mass: 567.7 g/mol
Lowest unoccupied orbital energy: 0.5 eV

Structure (XYZ):
```
73
C29H33N3O7S, DFT ωB97M-V with the def2-TZVPD basis set
S 4.96 -1.74 1.35
O -3.55 3.12 -0.88
O 4.56 0.07 -2.14
O 3.24 2.79 1.05
O -1.98 2.42 1.07
O -0.13 -2.82 0.85
O -4.86 -2.28 0.78
O 0.81 -3.21 -2.96
N 3.67 -1.88 -1.40
N 0.78 -1.52 -1.47
N -2.24 -2.92 0.05
C 4.44 -0.77 -1.25
C -1.42 -0.43 -1.21
C -0.65 -1.72 -1.27
C -2.03 1.57 0.01
C 1.40 -2.33 -2.35
C 1.64 0.75 -1.56
C 2.36 0.63 1.10
C -4.93 -0.87 0.70
C 6.37 0.36 1.72
C 2.90 -2.11 -2.58
C -3.37 -1.37 2.40
C -2.23 -0.04 -2.25
C -2.96 1.14 -2.18
C 3.64 3.94 0.34
C 5.11 -0.61 0.04
C -3.93 -2.66 1.80
C -2.88 1.96 -1.06
C -0.95 -2.54 0.00
C 5.95 -0.77 2.35
C 1.76 -0.46 0.50
C 5.89 0.45 0.40
C 2.62 1.79 0.37
C -4.41 3.56 -1.90
C 1.41 -0.41 -0.84
C -1.33 0.38 -0.08
C -4.44 -0.33 2.04
C 2.24 1.85 -0.97
C -2.85 -3.57 1.19
C -1.07 2.16 2.10
H -2.88 -2.63 -0.67
H 1.56 -1.36 1.07
H 2.42 2.73 -1.56
H -4.05 0.68 1.96
H 1.35 0.80 -2.60
H -4.28 -0.51 -0.12
H -0.04 2.08 1.72
H -2.31 -0.65 -3.14
H -3.21 -1.46 3.47
H 2.64 0.60 2.14
H 3.04 -1.24 -3.23
H 4.29 3.68 -0.50
H -2.06 -3.77 1.92
H -3.88 3.74 -2.83
H -5.25 -0.35 2.77
H -0.69 0.07 0.74
H -2.43 -1.12 1.91
H -5.22 2.84 -2.08
H -1.14 3.00 2.78
H 6.11 1.25 -0.28
H -0.98 -2.32 -2.13
H -3.59 1.42 -3.00
H 3.58 -2.53 -0.63
H 6.16 -1.09 3.35
H 3.26 -3.00 -3.11
H -5.96 -0.60 0.47
H -3.30 -4.51 0.87
H -4.84 4.49 -1.54
H -4.48 -3.24 2.55
H -1.32 1.24 2.64
H 4.19 4.55 1.05
H 2.77 4.50 -0.04
H 7.00 1.10 2.18
```

A single C7H13NO3 molecule at a distorted geometry, computed with ωB97M-V with the def2-TZVPD basis set.

Properties
Energy relative to the best compared isomer or geometry (same formula, charge and spin): 581.32 kJ/mol
Frontier orbital gap: 9.82 eV
HOMO: -9.1545 eV
Molar mass: 159.2 g/mol
Lowest unoccupied orbital energy: 0.7 eV

Structure (XYZ):
```
24
C7H13NO3, DFT ωB97M-V with the def2-TZVPD basis set
O -0.21 -1.41 0.79
O -2.05 0.90 -0.94
O -0.18 0.27 -2.55
N 0.29 1.14 0.21
C -1.35 -0.19 -0.51
C -0.61 0.02 0.80
C 1.48 0.41 0.43
C 1.35 -0.63 -0.78
C -0.12 0.23 2.27
C 1.43 0.04 1.97
C -0.16 -0.64 -1.47
H 0.47 0.03 -3.20
H 2.01 -0.28 -1.56
H -0.97 -1.87 1.26
H 2.05 0.81 2.51
H 1.74 -1.64 -0.52
H 2.42 1.00 0.22
H -0.29 1.22 2.69
H -2.05 -1.01 -0.44
H -1.33 1.46 -1.26
H -0.25 -1.70 -1.85
H 0.30 1.99 0.76
H 1.79 -0.96 2.28
H -0.51 -0.51 2.97
```

A molecular structure, C2HBr4F at a distorted geometry, computed with ωB97M-V with the def2-TZVPD basis set.

Properties
Energy relative to the best compared isomer or geometry (same formula, charge and spin): 64.84 kJ/mol
Frontier orbital gap: 7.82 eV
HOMO: -9.3696 eV
Molar mass: 363.6 g/mol
Lowest unoccupied orbital energy: -1.6 eV

Structure (XYZ):
```
8
C2HBr4F, DFT ωB97M-V with the def2-TZVPD basis set
Br 0.02 -2.08 -3.25
Br 0.63 2.37 1.41
Br 1.76 -0.59 1.08
Br 1.31 -0.39 -2.36
F -1.16 -1.03 0.38
C 0.30 0.59 1.02
C -0.95 0.19 0.76
H -1.91 0.92 0.96
```

A molecular structure, C37H57Cl3N4O6P2RuS2 at a distorted geometry, computed with ωB97M-V with the def2-TZVPD basis set.

Properties
Energy relative to the best compared isomer or geometry (same formula, charge and spin): 111.20 kJ/mol
Frontier orbital gap (spin up / spin down): 6.63 / 6.74 eV
HOMO (spin up / spin down): -8.2747 / -9.9662 eV
<S²>: 8.7884
2S+1: 6
Charge: +1
Molar mass: 987.4 g/mol
Lowest unoccupied orbital energy (spin up / spin down): -1.6 / -3.2 eV

Structure (XYZ):
```
112
C37H57Cl3N4O6P2RuS2, DFT ωB97M-V with the def2-TZVPD basis set
Ru 0.23 -1.69 -0.22
Cl 1.41 -5.02 -4.27
Cl 3.00 -5.88 -2.00
Cl 3.89 -3.66 -3.63
S -0.20 0.79 -0.63
S -0.76 -1.32 -2.92
P 0.49 -0.08 2.76
P 2.99 -0.01 1.15
O 2.29 -0.98 0.27
O 1.26 -0.96 3.82
O 3.95 1.00 0.45
O 3.93 -0.78 2.15
O -0.28 -0.91 1.79
O -0.40 0.96 3.52
N -1.40 -2.54 -0.24
N -1.36 2.56 -2.24
N 1.15 -2.89 -1.44
N -2.29 0.61 -4.01
C 1.80 0.95 2.10
C -3.34 -3.89 -0.69
C -1.08 1.23 -2.03
C 1.90 5.36 -2.43
C -1.24 3.55 -1.19
C 3.73 2.34 -0.10
C -2.98 1.89 -3.89
C 6.29 -0.36 2.41
C -1.43 0.26 -3.00
C 2.28 6.04 -1.29
C 1.75 -3.58 -2.11
C -2.34 -3.78 1.61
C 1.59 -3.31 3.33
C 0.77 4.54 -2.42
C -4.27 -0.69 -4.67
C 4.75 -0.61 4.40
C 4.92 -0.09 2.99
C -2.18 1.42 5.04
C -1.97 2.94 -3.51
C -2.61 1.26 2.55
C -2.04 -3.79 0.10
C -1.84 0.73 3.74
C 0.82 -2.32 4.18
C 2.92 2.27 -1.37
C -1.13 -4.98 -0.23
C 5.11 2.93 -0.30
C -2.83 -0.34 -4.98
C 0.41 5.09 -0.11
C -4.59 -1.30 -3.46
C 1.05 -2.48 5.66
C -5.91 -1.60 -3.15
C 0.01 4.41 -1.26
C -6.93 -1.29 -4.05
C -5.29 -0.38 -5.56
C 1.53 5.90 -0.12
C 2.49 -4.50 -2.98
C -6.62 -0.68 -5.25
H 0.69 -3.45 5.99
H 1.35 -3.19 2.28
H 0.51 -1.71 6.22
H -3.78 1.83 -3.14
H -4.02 -3.07 -0.43
H -2.92 -2.89 1.88
H 2.47 5.46 -3.34
H -3.84 -4.84 -0.47
H -7.40 -0.44 -5.96
H -3.44 2.12 -4.86
H -2.01 -0.34 3.83
H -3.68 1.12 2.72
H 2.30 1.45 2.94
H 6.50 -1.44 2.44
H 5.03 3.93 -0.73
H -5.05 0.09 -6.51
H 0.50 4.00 -3.32
H -2.13 4.18 -1.20
H 1.92 1.88 -1.20
H -2.44 3.91 -3.40
H 1.82 6.43 0.78
H -0.16 -4.87 0.26
H -7.96 -1.52 -3.80
H 7.05 0.16 3.00
H 3.42 1.62 -2.10
H -2.21 -1.24 -4.94
H -1.54 1.06 5.85
H -2.75 0.09 -5.97
H -2.05 2.50 4.94
H -1.60 -5.90 0.14
H 1.34 -4.32 3.64
H 1.34 1.69 1.45
H 2.66 -3.15 3.45
H -1.22 3.04 -0.23
H 5.66 2.99 0.64
H 6.35 -0.02 1.38
H -6.15 -2.08 -2.20
H -2.33 0.75 1.63
H 2.84 3.27 -1.80
H 3.16 6.68 -1.30
H 4.72 0.98 2.96
H -3.79 -1.55 -2.76
H 5.46 -0.10 5.06
H -0.25 -2.40 3.95
H 3.20 2.92 0.66
H -0.98 -5.06 -1.31
H 2.11 -2.40 5.89
H -2.42 2.34 2.44
H -1.41 -3.76 2.18
H 3.74 -0.42 4.76
H -3.14 -3.84 -1.76
H 4.95 -1.68 4.44
H -3.22 1.21 5.29
H -1.22 3.01 -4.30
H -0.18 4.99 0.80
H 5.68 2.30 -1.00
H -2.91 -4.67 1.88
```

> The highest molar mass belongs to which entry?

C28H78F6NO17S2Sn